ORCA calculation (wB97M-V/def2-TZVPD) on C5H11BN2O2 in the gas phase in a non-equilibrium geometry.

```
21
C5H11BN2O2 | the OMol25 dataset | wB97M-V/def2-TZVPD
O -2.09 0.87 -0.63
O -2.00 -1.44 -0.78
N 0.23 0.00 -0.87
N 1.15 -1.02 -0.92
C -0.40 -0.16 1.06
C 0.48 -1.23 1.32
C -0.30 1.16 1.79
C 0.80 1.19 -1.41
C 1.26 -1.69 0.31
B -1.36 -0.24 -0.36
H 1.68 1.49 -0.71
H 2.05 -0.63 -1.18
H 0.49 -1.59 2.28
H 0.02 1.91 -1.47
H -0.28 0.91 2.80
H 1.22 1.00 -2.46
H 2.00 -2.52 0.33
H -2.97 0.62 -1.07
H 0.60 1.64 1.50
H -1.23 1.93 1.54
H -1.34 -2.20 -1.05
```

Computed properties:
Max |F|   4.1 eV/Å
Multiplicity   1
Highest occupied orbital energy   -8.093 eV
Orbital gap   8.9 eV
Energy above the lowest of the compared OMol25 structures with the same formula, charge and spin   72.8 kcal/mol

=====

ORCA calculation (wB97M-V/def2-TZVPD) on a molecular structure, C5H11Br2F2NOPt2 in a non-equilibrium geometry.

```
24
C5H11Br2F2NOPt2 | the OMol25 dataset | wB97M-V/def2-TZVPD
Pt -8.64 -13.28 13.04
Pt -7.88 -11.63 15.97
Br -12.81 -8.20 16.15
Br -10.25 -7.23 13.91
F -6.94 -12.73 14.28
F -9.60 -12.22 14.69
O -10.32 -13.99 11.73
N -12.33 -14.80 12.23
C -10.07 -8.62 15.34
C -13.43 -15.58 11.74
C -11.31 -14.60 11.41
C -10.88 -8.04 16.50
C -12.35 -14.38 13.64
H -13.07 -13.60 13.86
H -9.06 -8.65 15.73
H -12.61 -15.24 14.25
H -11.43 -15.14 10.46
H -13.81 -16.18 12.57
H -11.41 -14.03 14.05
H -14.20 -14.87 11.43
H -10.68 -8.58 17.42
H -10.69 -6.97 16.61
H -10.29 -9.61 14.92
H -13.26 -16.19 10.86
```

Computed properties:
Max |F|   5.2 eV/Å
Multiplicity   5
Highest occupied orbital energy (alpha / beta)   -15.818 / -15.775 eV
Orbital gap (alpha / beta)   7.9 / 3.6 eV
Energy above the lowest of the compared OMol25 structures with the same formula, charge and spin   0.0 kcal/mol
Net charge   +2

=====

ORCA calculation (wB97M-V/def2-TZVPD) on 2 unconnected molecules or ions with the total composition C5H11Br2P in a non-equilibrium geometry.

```
19
C5H11Br2P | the OMol25 dataset | wB97M-V/def2-TZVPD
Br 1.32 2.22 2.45
Br -2.48 1.26 2.86
P -0.27 -0.94 3.45
C -1.24 -0.63 0.83
C 0.05 -0.51 -0.05
C -1.18 -0.19 2.21
C 1.68 0.78 -1.32
C 0.14 0.77 -0.96
H -0.60 0.63 -1.77
H -0.14 1.69 -0.41
H 0.11 -1.33 -0.78
H 0.27 -1.74 2.55
H 2.01 1.41 -2.13
H -2.03 -0.10 0.20
H 1.94 -0.14 -1.72
H 2.16 0.87 -0.43
H 0.55 2.73 3.57
H 0.80 -0.71 0.71
H -1.53 -1.69 0.90
```

Computed properties:
Max |F|   4.0 eV/Å
Multiplicity   1
Highest occupied orbital energy   -8.884 eV
Orbital gap   8.7 eV
SMILES   [H]/P=C(/Br)CCCC.Br
Energy above the lowest of the compared OMol25 structures with the same formula, charge and spin   42.0 kcal/mol

=====

ORCA calculation (wB97M-V/def2-TZVPD) on a molecular structure, C5H11BrN in a non-equilibrium geometry.

```
18
C5H11BrN | the OMol25 dataset | wB97M-V/def2-TZVPD
Br -2.89 0.02 0.01
N -0.40 -2.05 0.14
C 1.20 1.36 -0.71
C -0.27 0.82 1.26
C 0.52 -1.07 -0.39
C -1.31 1.10 0.30
C 0.49 0.32 0.09
H 0.54 -1.18 -1.45
H 0.63 1.32 -1.66
H 1.65 -1.34 -0.12
H -1.38 -1.62 0.10
H 0.13 1.74 1.64
H 1.03 2.44 -0.50
H -0.29 0.04 2.02
H -0.32 -2.40 1.13
H -0.36 -2.76 -0.63
H -1.19 2.06 -0.34
H 2.22 1.19 -0.90
```

Computed properties:
Max |F|   5.1 eV/Å
Multiplicity   1
Highest occupied orbital energy   -11.888 eV
Orbital gap   8.3 eV
Energy above the lowest of the compared OMol25 structures with the same formula, charge and spin   80.4 kcal/mol
Net charge   +1

=====

- Which value of energy above the lowest of the compared OMol25 structures with the same formula, charge and spin does entry 3 give?
  42.0 kcal/mol

=====

- Which value of multiplicity does entry 4 give?
  1